# C26H26IN3Ru

C26H26IN3Ru as an isolated structure (ωB97M-V/def2-TZVPD, OMol25).

Cartesian coordinates (Å):
Ru1 0.397 0.053 0.329
C1 2.459 1.593 -1.185
N1 1.004 1.290 -1.355
C2 0.284 2.577 -1.512
C3 0.865 0.460 -2.569
C4 0.957 0.964 -3.851
C5 0.837 0.104 -4.937
C6 0.632 -1.253 -4.742
C7 0.570 -1.773 -3.461
C8 0.705 -0.915 -2.371
N2 0.583 -1.294 -1.030
C9 1.050 -2.482 -0.478
C10 1.898 -3.392 -1.121
C11 2.309 -4.528 -0.453
C12 1.903 -4.759 0.856
C13 1.092 -3.848 1.522
C14 0.672 -2.706 0.870
N3 -0.180 -1.688 1.486
C15 -1.606 -2.043 1.199
C16 -0.018 -1.620 2.958
H1 2.836 2.098 -2.075
H2 3.012 0.664 -1.047
H3 2.594 2.233 -0.315
H4 0.731 3.177 -2.304
H5 0.365 3.135 -0.581
H6 -0.761 2.390 -1.748
H7 1.116 2.018 -4.031
H8 0.893 0.504 -5.940
H9 0.509 -1.909 -5.592
H10 0.365 -2.823 -3.307
H11 2.251 -3.193 -2.122
H12 2.963 -5.232 -0.947
H13 2.233 -5.650 1.372
H14 0.810 -4.042 2.547
H15 -1.817 -3.039 1.591
H16 -1.782 -2.033 0.125
H17 -2.262 -1.326 1.690
H18 -0.425 -2.508 3.441
H19 -0.565 -0.751 3.320
H20 1.033 -1.514 3.213
I1 -1.533 1.627 1.205
C17 -0.172 2.831 2.269
C18 -0.470 4.043 2.828
C19 0.538 4.694 3.564
C20 1.781 4.132 3.712
C21 2.084 2.881 3.131
C22 3.349 2.250 3.254
C23 3.585 1.016 2.702
C24 2.557 0.340 2.020
C25 1.346 0.964 1.777
C26 1.080 2.220 2.388
H21 -1.445 4.499 2.722
H22 0.319 5.652 4.014
H23 2.545 4.648 4.279
H24 4.127 2.747 3.819
H25 4.548 0.539 2.826
H26 2.740 -0.668 1.647

As for the HOMO energy (spin up / spin down): -13.92 / -13.62 eV. For the calculated total energy, the calculation gives -1562.61164 hartree. The total charge is +2. The energy above the lowest of the compared OMol25 structures with the same formula, charge and spin comes out at 43.9 kJ/mol. For the orbital gap (spin up / spin down), the calculation gives 5.507 / 4.677 eV.

The net atomic charges from natural (NBO), expressed in e, are: atom 1 (Ru): 0.71, atom 2 (C): -0.42, atom 3 (N): -0.42, atom 4 (C): -0.42, atom 5 (C): 0.20, atom 6 (C): -0.23, atom 7 (C): -0.16, atom 8 (C): -0.17, atom 9 (C): -0.20, atom 10 (C): 0.05, atom 11 (N): -0.41, atom 12 (C): 0.07, atom 13 (C): -0.18, atom 14 (C): -0.18, atom 15 (C): -0.15, atom 16 (C): -0.18, atom 17 (C): 0.13, atom 18 (N): -0.43, atom 19 (C): -0.42, atom 20 (C): -0.41, atom 21 (H): 0.22, atom 22 (H): 0.22, atom 23 (H): 0.22, atom 24 (H): 0.22, atom 25 (H): 0.22, atom 26 (H): 0.23, atom 27 (H): 0.24, atom 28 (H): 0.25, atom 29 (H): 0.25, atom 30 (H): 0.24, atom 31 (H): 0.25, atom 32 (H): 0.25, atom 33 (H): 0.25, atom 34 (H): 0.24, atom 35 (H): 0.23, atom 36 (H): 0.23, atom 37 (H): 0.22, atom 38 (H): 0.22, atom 39 (H): 0.23, atom 40 (H): 0.23, atom 41 (I): 0.54, atom 42 (C): -0.11, atom 43 (C): -0.21, atom 44 (C): -0.17, atom 45 (C): -0.16, atom 46 (C): 0.02, atom 47 (C): -0.11, atom 48 (C): -0.22, atom 49 (C): -0.21, atom 50 (C): -0.08, atom 51 (C): -0.18, atom 52 (H): 0.25, atom 53 (H): 0.25, atom 54 (H): 0.24, atom 55 (H): 0.24, atom 56 (H): 0.25, atom 57 (H): 0.23